Here is one molecule with the formula C2H5NO3 from OMol25. Energies are from ωB97M-V with the def2-TZVPD basis set.

Geometry as ORCA input:
```
! wB97M-V def2-TZVPD RIJCOSX def2/J DEFGRID3
* xyz 0 1
C 1.096 -0.234 -0.720
C -0.350 -0.381 -0.019
O -0.300 -1.389 0.987
N -0.830 0.989 0.374
O -0.701 1.882 -0.382
O -1.456 1.106 1.374
H 1.827 -0.245 0.074
H 1.030 0.830 -1.234
H 1.319 -1.053 -1.437
H -1.180 -0.579 -0.838
H -0.453 -0.926 1.823
*
```

structure (SMILES)	C[C@@H](O)[N+](=O)[O-]

***

Here is one molecule with the formula C2H5NO3 from OMol25. Energies are from ωB97M-V with the def2-TZVPD basis set.

Geometry as ORCA input:
```
! wB97M-V def2-TZVPD RIJCOSX def2/J DEFGRID3
* xyz 0 1
C -1.020 0.128 0.722
C 0.298 0.371 0.015
O 1.425 0.162 0.810
N 0.349 -0.279 -1.340
O 0.550 0.484 -2.283
O 0.249 -1.496 -1.420
H -1.103 -1.018 0.988
H -1.673 0.322 -0.028
H -0.988 0.672 1.729
H 0.449 1.437 -0.215
H 1.464 -0.785 1.023
*
```

structure (SMILES)	C[C@@H](O)[N+](=O)[O-]

***

Asked for highest occupied orbital energy across the records above, the calculation gives -11.22, -11.14 eV in order.
Asked for frontier orbital gap across the records above, the calculation gives 11.43, 11.11 eV in order.
Asked for energy relative to the best compared isomer or geometry (same formula, charge and spin) across the records above, the calculation gives 4.139, 4.012 eV in order.